Model 1:
The following is a quantum chemistry calculation of an isolated molecule of C3H5ClN2, from the OMol25 dataset.

Each line ends with the natural charge from an NBO analysis.
Element x y z (Å)
Cl: 2.65 -0.06 0.11  -0.004
C: -2.43 -0.52 0.31  0.224
H: -2.61 -1.62 0.76  0.230
H: 0.46 -1.65 -0.58  0.250
H: -3.00 1.44 -0.12  0.325
N: -3.44 0.32 0.03  -0.617
C: 0.09 -0.45 -0.33  -0.001
C: 1.08 0.57 -0.06  -0.385
H: 0.90 1.74 0.41  0.234
N: -1.18 0.04 -0.31  -0.647
H: -1.02 1.07 0.14  0.391

Output
SMILES: [H]/N=C\N/C=C/Cl
frontier orbital gap: 8.529 eV
spin multiplicity: 1

---

Model 2:
The following is a quantum chemistry calculation of an isolated molecule of C3H5ClN2, from the OMol25 dataset.

Each line ends with the natural charge from an NBO analysis.
Element x y z (Å)
H: -2.45 0.28 -0.01  0.153
N: -0.50 0.88 0.00  -0.590
N: -1.12 -1.36 0.00  -0.715
C: 0.88 0.76 0.00  -0.048
C: 1.60 -0.37 0.00  -0.286
H: -1.98 -1.95 0.00  0.354
Cl: 3.33 -0.31 0.00  -0.015
H: 1.15 -1.36 0.01  0.262
C: -1.43 -0.13 0.00  0.277
H: 1.36 1.72 0.00  0.206
H: -0.84 1.83 0.00  0.402

Output
SMILES: [H]/N=C/N/C=C/Cl
frontier orbital gap: 9.020 eV
spin multiplicity: 1

---

Energetically preferred structure: model 2 | next structure: +0.1558 hartree

---

Model 1:
The following is a quantum chemistry calculation of a cluster of 2 separate species, C4H5F3O in total, from the OMol25 dataset.

Each line ends with the natural charge from an NBO analysis.
Element x y z (Å)
H: -1.33 -0.13 0.62  0.114
H: 1.50 -0.15 0.19  0.221
F: -0.51 0.22 -4.03  -0.314
F: 1.18 -1.96 -3.98  -0.302
F: 2.67 -0.77 -2.83  -0.304
C: 0.74 -0.35 0.80  -0.714
H: 0.91 -0.08 1.92  0.239
H: 0.56 -1.42 0.78  0.220
H: 0.87 1.35 -3.24  0.209
C: 1.54 -0.74 -3.55  0.634
O: -0.26 1.09 -0.80  -0.529
C: -0.45 0.27 0.09  0.449
C: 0.74 0.32 -3.58  0.078

Output
SMILES: FC=C(F)F.CC=O
frontier orbital gap: 10.512 eV
spin multiplicity: 1

---

Model 2:
The following is a quantum chemistry calculation of a cluster of 2 separate species, C4H5F3O in total, from the OMol25 dataset.

Each line ends with the natural charge from an NBO analysis.
Element x y z (Å)
O: -1.64 -0.83 -0.78  -0.510
F: 1.15 -0.57 -1.06  -0.317
H: 0.27 2.85 0.71  0.244
H: -0.97 -2.55 -1.34  0.117
H: 1.60 2.03 -0.41  0.239
H: -0.13 1.99 -0.74  0.241
C: 0.82 -0.48 0.23  0.624
C: -1.53 -1.96 -0.58  0.268
F: 0.79 -1.71 0.75  -0.309
C: 0.64 0.72 0.79  0.266
C: 0.64 2.07 0.04  -0.678
H: -1.96 -2.28 0.35  0.119
F: 0.32 0.72 2.04  -0.302

Output
SMILES: CC(F)=C(F)F.C=O
frontier orbital gap: 10.126 eV
spin multiplicity: 1

---

Energetically preferred structure: model 1 | next structure: +0.0052 hartree

---

Model 1:
The following is a quantum chemistry calculation of a cluster of 2 separate species, C3H5BrOS in total, from the OMol25 dataset.

Each line ends with the natural charge from an NBO analysis.
Element x y z (Å)
H: -1.44 -1.10 1.47  0.237
O: 0.03 1.29 -2.19  -0.837
C: 1.04 -0.46 -0.38  -0.245
H: -0.04 -1.55 2.50  0.231
C: 0.43 -0.83 0.59  0.005
H: 1.65 -0.04 -1.00  0.202
H: -0.95 1.31 -2.48  0.496
C: -0.43 -1.59 1.51  -0.688
H: -0.25 -2.51 1.07  0.248
S: 0.44 2.72 -1.53  0.459
Br: -0.49 2.75 0.44  -0.108

Output
SMILES: C#CC.OSBr
frontier orbital gap: 8.943 eV
spin multiplicity: 1

---

Model 2:
The following is a quantum chemistry calculation of an isolated molecule of C3H5BrOS, from the OMol25 dataset.

Each line ends with the natural charge from an NBO analysis.
Element x y z (Å)
H: -0.52 0.10 -0.81  0.247
H: 1.59 2.81 -0.52  0.261
H: 0.90 0.72 -1.82  0.222
C: 1.03 0.98 0.26  0.594
Br: 4.07 -0.45 0.40  -0.070
O: 0.45 0.89 1.32  -0.529
H: 2.61 2.43 0.95  0.243
C: 0.58 0.18 -0.96  -0.738
C: 2.21 2.00 0.08  -0.653
H: 0.99 -0.88 -1.04  0.258
S: 3.60 1.30 -0.87  0.165

Output
SMILES: CC(=O)CSBr
frontier orbital gap: 8.667 eV
spin multiplicity: 1

---

Model 3:
The following is a quantum chemistry calculation of a cluster of 2 separate species, C3H5BrOS in total, from the OMol25 dataset.

Each line ends with the natural charge from an NBO analysis.
Element x y z (Å)
Br: 5.00 0.54 0.40  -0.076
H: 0.31 -0.67 1.94  0.233
C: 0.54 1.38 -0.61  -0.272
H: 2.75 -1.09 -1.44  0.496
H: 0.88 -1.53 0.50  0.247
H: -0.75 -1.21 0.64  0.232
C: 0.38 0.47 0.14  0.029
H: 1.03 2.07 -1.17  0.218
S: 4.67 -1.33 -0.50  0.436
O: 3.05 -1.19 -0.49  -0.854
C: 0.19 -0.81 0.82  -0.689

Output
SMILES: C#CC.OSBr
frontier orbital gap: 8.985 eV
spin multiplicity: 1

---

Energetically preferred structure: model 2 | next structure: +0.0922 hartree

---

Model 1:
The following is a quantum chemistry calculation of a structure of composition F3HN2O2S, from the OMol25 dataset.

Each line ends with the natural charge from an NBO analysis.
Element x y z (Å)
O: -1.65 -1.38 -0.87  -0.754
F: -0.45 -0.05 2.62  -0.394
N: -0.45 0.65 -1.69  -0.419
S: -0.33 -0.98 -1.22  1.633
H: -0.80 1.52 -1.13  0.440
N: 0.88 -0.56 1.95  0.562
O: 0.65 -1.00 0.79  -0.560
F: 1.41 0.78 1.74  -0.310
F: 0.75 1.02 -2.20  -0.198

Output
frontier orbital gap (spin up / spin down): 7.074 / 7.081 eV
spin multiplicity: 1

---

Model 2:
The following is a quantum chemistry calculation of an isolated molecule of F3HN2O2S, from the OMol25 dataset.

Each line ends with the natural charge from an NBO analysis.
Element x y z (Å)
O: -0.06 -0.03 1.60  -0.885
H: -1.93 -0.23 0.38  0.387
N: -1.30 -0.25 -0.42  -0.433
S: 0.05 0.46 0.29  2.287
N: 1.37 -0.38 -0.50  0.103
F: 2.54 -0.08 0.14  -0.180
O: 0.21 1.82 -0.04  -0.860
F: -2.01 0.42 -1.36  -0.196
F: 1.14 -1.73 -0.09  -0.225

Output
SMILES: O=S(=O)(NF)N(F)F
frontier orbital gap: 12.307 eV
spin multiplicity: 1

---

Energetically preferred structure: model 2 | next structure: +0.0750 hartree

---

Model 1:
The following is a quantum chemistry calculation of a structure of composition C2H3N3O3, from the OMol25 dataset.

Each line ends with the natural charge from an NBO analysis.
Element x y z (Å)
N: 0.30 0.52 -0.74  -0.014
C: -1.69 -0.54 0.01  0.830
O: -1.23 0.65 -0.66  -0.403
O: -2.86 -0.72 0.04  -0.511
H: 0.22 1.13 1.40  0.367
O: 1.70 -1.53 -0.10  -0.679
N: 0.67 1.37 0.48  -0.719
H: 0.48 2.46 0.26  0.392
N: -0.69 -1.39 0.17  -0.560
C: 0.42 -0.91 -0.12  0.743
H: 2.68 -1.04 -0.75  0.555

Output
frontier orbital gap: 9.619 eV
spin multiplicity: 1

---

Model 2:
The following is a quantum chemistry calculation of a cluster of 2 separate species, C2H3N3O3 in total, from the OMol25 dataset.

Each line ends with the natural charge from an NBO analysis.
Element x y z (Å)
H: -1.47 2.11 -0.32  0.396
C: -2.06 0.20 0.01  0.190
N: 1.81 -0.55 -0.18  -0.164
N: -1.62 -1.05 0.28  -0.168
O: -0.12 0.88 0.39  -0.424
H: 1.95 1.26 0.75  0.420
C: 0.64 -0.31 -0.12  0.682
O: -0.25 -1.32 -0.11  -0.358
N: -1.25 1.14 -0.38  -0.318
O: 2.70 0.43 0.02  -0.472
H: -3.22 0.56 -0.17  0.215

Output
frontier orbital gap: 9.133 eV
spin multiplicity: 1

---

Energetically preferred structure: model 1 | next structure: +0.1475 hartree

---

Model 1:
The following is a quantum chemistry calculation of an isolated molecule of C2H3N3O3, from the OMol25 dataset.

Each line ends with the natural charge from an NBO analysis.
Element x y z (Å)
N: -2.26 -0.74 0.04  -0.220
H: -2.90 0.92 0.13  0.459
O: 0.11 -0.99 -0.25  -0.445
C: -1.11 -0.33 -0.12  0.674
C: 1.05 -0.05 -0.03  0.631
O: -3.33 0.02 0.02  -0.485
O: -0.84 1.00 -0.04  -0.394
H: 3.12 -1.21 -0.08  0.448
N: 0.57 1.14 -0.24  -0.231
N: 2.44 -0.28 0.11  -0.881
H: 3.15 0.52 0.48  0.444

Output
SMILES: Nc1no/c(=N\O)o1
frontier orbital gap: 9.119 eV
spin multiplicity: 1

---

Model 2:
The following is a quantum chemistry calculation of an isolated molecule of C2H3N3O3, from the OMol25 dataset.

Each line ends with the natural charge from an NBO analysis.
Element x y z (Å)
H: 1.47 0.96 0.81  0.374
O: -1.50 1.42 -1.86  -0.575
O: 0.22 1.38 -0.44  -0.357
H: 2.48 -1.10 1.09  0.359
N: 0.43 0.72 0.91  -0.301
H: -2.38 -0.62 -0.67  0.428
C: -0.91 0.88 -0.91  0.829
O: -0.54 -1.21 0.07  -0.332
C: 0.63 -0.70 0.48  0.609
N: -1.52 -0.19 -0.20  -0.366
N: 1.62 -1.54 0.73  -0.666

Output
SMILES: [H]/N=C1\NOC(=O)NO1
frontier orbital gap: 10.528 eV
spin multiplicity: 1

---

Energetically preferred structure: model 2 | next structure: +0.0389 hartree

---

Model 1:
The following is a quantum chemistry calculation of a cluster of 2 separate species, CHO4PS in total, from the OMol25 dataset.

Each line ends with the natural charge from an NBO analysis.
Element x y z (Å)
O: 1.28 1.80 0.76  -1.235
S: 1.23 -2.92 0.09  -0.279
O: 1.20 2.10 -1.78  -1.233
O: -0.83 1.04 -0.48  -1.039
O: 1.39 -0.20 -0.85  -1.053
P: 0.84 1.27 -0.57  2.496
C: 0.45 -1.50 0.27  -0.136
H: -0.78 0.10 -0.64  0.480

Output
total charge: -2
frontier orbital gap: 5.502 eV
spin multiplicity: 1

---

Model 2:
The following is a quantum chemistry calculation of a structure of composition CHO4PS, from the OMol25 dataset.

Each line ends with the natural charge from an NBO analysis.
Element x y z (Å)
O: 0.69 -0.14 0.54  -0.896
O: -1.04 -1.98 0.56  -1.198
O: -0.64 -0.52 -1.60  -1.167
H: -0.97 1.23 0.33  0.466
P: -0.68 -0.68 -0.09  2.489
S: 2.89 1.06 0.20  -0.582
O: -1.66 0.55 0.57  -1.027
C: 1.42 0.48 -0.50  -0.085

Output
total charge: -2
frontier orbital gap: 5.073 eV
spin multiplicity: 1

---

Energetically preferred structure: model 2 | next structure: +0.0196 hartree